[1]
Computed, not measured: 7 unconnected molecules or ions with the total composition C28H50F7O11PS, with ωB97M-V/def2-TZVPD.

E	-3363.05500	a.u.
LUMO level	0.414	eV

```
! wB97M-V def2-TZVPD RIJCOSX def2/J DEFGRID3
* xyz 0 1
C -0.5799 -4.3468 0.7376
C -0.1442 -3.0915 -0.0054
O 0.6654 -2.4049 0.5016
O -0.6537 -2.6624 -1.2071
C -0.9484 -3.7351 -2.1177
C -2.4899 -3.8007 -2.3336
P -3.2817 -5.4790 -2.2128
C -2.1527 -6.7789 -1.5567
C -1.0976 -7.2320 -2.6109
C 0.0249 -7.9245 -1.8095
O 0.7742 -8.7857 -2.6453
S -4.7082 -5.2080 -0.5898
O -5.1680 -3.8511 -0.4610
O -4.0276 -5.6236 0.6220
C -6.1228 -6.4094 -0.7600
F -6.5929 -6.7733 0.4032
F -5.5676 -7.5239 -1.2837
C -7.2396 -5.9697 -1.7474
F -6.6472 -5.4750 -2.8256
F -7.9068 -7.0720 -2.0912
C -8.2914 -4.9505 -1.1541
F -7.9493 -4.4460 -0.0061
F -9.4595 -5.5446 -1.0431
F -8.4448 -3.9774 -2.0344
H -1.6087 -4.5970 0.4409
H 0.0474 -5.1746 0.3761
H -0.5110 -4.2277 1.8163
H -0.4718 -4.6856 -1.8597
H -0.5112 -3.4248 -3.0759
H -2.9613 -3.1040 -1.6229
H -2.7364 -3.4189 -3.3295
H -2.7791 -7.6645 -1.3747
H -1.6925 -6.5503 -0.5881
H -0.6880 -6.3755 -3.1616
H -1.5143 -7.9533 -3.3194
H -0.4913 -8.4695 -0.9971
H 0.6588 -7.1813 -1.2916
H 1.2629 -9.3705 -2.0509
C -1.4378 0.4758 1.8745
C -1.8110 0.4215 0.4154
C -1.0714 1.3435 -0.5168
O -2.6696 -0.3344 0.0144
H -2.0462 -0.2383 2.4284
H -0.3869 0.2135 1.9989
H -1.6214 1.4767 2.2691
H -0.0044 1.1172 -0.4940
H -1.2389 2.3794 -0.2233
H -1.4390 1.2008 -1.5325
C 3.5617 -1.0353 4.8520
C 2.4033 -1.6920 4.1384
C 2.0434 -1.1623 2.7735
O 1.7908 -2.6062 4.6440
H 3.7095 -1.5139 5.8190
H 4.4733 -1.1448 4.2622
H 3.3490 0.0231 5.0119
H 2.8885 -1.2781 2.0928
H 1.7661 -0.1080 2.8466
H 1.2041 -1.7188 2.3825
C 0.2978 6.1218 0.6039
C -0.2786 4.9913 1.4156
C -1.3339 5.3412 2.4344
O 0.0912 3.8466 1.2566
H 1.0418 5.7294 -0.0841
H -0.4927 6.6083 0.0291
H 0.7789 6.8466 1.2620
H -2.1946 5.7940 1.9399
H -0.9248 6.0315 3.1742
H -1.6587 4.4345 2.9438
C -1.2266 5.1175 6.4066
C -0.7758 6.5502 6.2583
C 0.4328 6.9773 7.0544
O -1.3588 7.3230 5.5318
H -2.1017 4.9479 5.7816
H -0.4310 4.4408 6.0893
H -1.4920 4.9154 7.4456
H 1.2998 6.3810 6.7650
H 0.2390 6.8554 8.1213
H 0.6448 8.0259 6.8535
C 4.0765 4.1090 -0.7354
C 3.8165 5.4847 -1.2958
C 4.1081 5.6953 -2.7597
O 3.3919 6.3804 -0.5990
H 3.8246 4.0971 0.3238
H 3.4583 3.3729 -1.2519
H 5.1312 3.8533 -0.8508
H 3.4911 5.0265 -3.3624
H 5.1634 5.5060 -2.9600
H 3.8765 6.7255 -3.0287
C 6.3173 5.9719 -5.8534
C 6.7144 4.5397 -5.5881
C 7.2386 3.7458 -6.7589
O 6.6181 4.0467 -4.4863
H 5.9599 6.4263 -4.9320
H 7.1791 6.5370 -6.2121
H 5.5176 6.0059 -6.5952
H 8.1393 4.2170 -7.1556
H 6.4780 3.6852 -7.5391
H 7.4852 2.7380 -6.4299
*
```

[2]
Computed, not measured: 12 unconnected molecules or ions with the total composition C28H50N10O4, with ωB97M-V/def2-TZVPD.

E	-1945.28701	a.u.
LUMO level	0.071	eV

```
! wB97M-V def2-TZVPD RIJCOSX def2/J DEFGRID3
* xyz 0 1
C 12.3870 27.1589 -7.0283
N 12.4855 25.7914 -7.5964
C 13.7444 25.1739 -7.2478
C 11.7921 25.3597 -8.6562
O 10.7797 25.9512 -9.1039
H 12.9667 27.2380 -6.1086
H 11.4141 27.5898 -6.7922
H 12.8026 27.9037 -7.7071
H 14.0093 25.1471 -6.1908
H 13.9013 24.1623 -7.6219
H 14.4890 25.7558 -7.7909
H 12.1549 24.3891 -9.0285
C 6.9926 28.5731 -0.6209
N 8.0786 27.6404 -0.2676
C 8.5100 26.8809 -1.4861
C 8.5965 27.6452 0.9884
O 9.6851 27.0961 1.2958
H 6.1311 27.9784 -0.9245
H 7.1526 29.1420 -1.5368
H 6.7507 29.3301 0.1250
H 7.7457 26.1323 -1.6950
H 8.6557 27.5191 -2.3577
H 9.4850 26.3945 -1.4562
H 8.0062 28.1809 1.7479
C 14.6074 25.4769 -0.7415
C 14.5085 25.8287 0.7015
C 14.3884 27.3030 1.1021
O 14.4379 24.9379 1.5982
H 15.2774 26.1722 -1.2473
H 13.6016 25.5915 -1.1456
H 15.0494 24.4965 -0.9192
H 13.7922 27.4113 2.0082
H 14.1154 28.0296 0.3368
H 15.3491 27.6341 1.4965
C 10.4735 23.8552 -2.1360
C 11.2194 24.2412 -3.3946
C 12.4023 23.3531 -3.6929
O 10.7850 25.1162 -4.1852
H 9.4618 24.2534 -2.0592
H 10.9883 24.2288 -1.2508
H 10.5301 22.7687 -2.0688
H 12.1741 22.4584 -4.2722
H 12.9481 22.9822 -2.8253
H 13.0925 23.9600 -4.2788
C 5.7661 22.5996 -2.8258
C 6.9794 22.1984 -2.0896
N 7.9614 21.8926 -1.5653
H 5.6971 23.6856 -2.7624
H 4.8463 22.1901 -2.4083
H 5.8308 22.3597 -3.8871
C 8.6707 25.7227 -6.9051
C 7.9692 24.9901 -5.7740
N 7.3990 24.4803 -4.8896
H 8.0458 26.4424 -7.4340
H 8.9488 25.0171 -7.6879
H 9.5691 26.1548 -6.4644
C 16.4114 23.8987 -3.9182
C 15.9956 23.0572 -5.0256
N 15.6015 22.4131 -5.9138
H 16.2815 24.9622 -4.1189
H 17.4056 23.5787 -3.6063
H 15.8273 23.5781 -3.0555
C 15.1093 21.9709 1.4291
C 14.5664 21.7102 0.0792
N 14.1375 21.5039 -0.9358
H 15.6277 21.0734 1.7667
H 14.2897 22.0601 2.1421
H 15.7799 22.8122 1.6042
C 11.7993 19.5384 -1.2839
C 11.7215 18.0659 -0.9653
N 11.6811 16.9194 -0.7298
H 12.4986 19.6769 -2.1086
H 12.1727 20.1569 -0.4678
H 10.7806 19.8480 -1.5171
C 12.3157 27.3571 -2.6937
C 13.5783 27.0936 -3.4134
N 14.5934 26.9365 -3.9750
H 11.6671 27.8265 -3.4334
H 12.5629 28.1124 -1.9477
H 11.7925 26.4977 -2.2745
C 8.0449 24.1758 0.7947
C 8.0866 24.4574 2.2357
N 8.1363 24.6858 3.3340
H 8.0427 23.1002 0.6180
H 8.9484 24.6060 0.3627
H 7.1320 24.6194 0.3971
C 9.2139 21.3175 -5.3732
C 10.2788 20.5057 -4.8238
N 11.1916 19.8609 -4.3801
H 8.3933 21.3658 -4.6574
H 8.8117 20.8593 -6.2767
H 9.6757 22.2550 -5.6831
*
```

[3]
Computed, not measured: a molecular structure, C28H50O12Y, with ωB97M-V/def2-TZVPD.

E	-2037.82792	a.u.
LUMO level	-4.491	eV

```
! wB97M-V def2-TZVPD RIJCOSX def2/J DEFGRID3
* xyz 1 1
Y 2.9484 1.0745 1.0057
C 0.7029 5.2734 0.3437
C 0.6527 3.9831 1.1869
O 1.4924 2.9230 0.9055
H -0.2797 5.7436 0.3835
H 1.0950 5.2057 -0.6711
H 1.4194 6.0126 0.7019
H 0.9530 4.3477 2.1692
H -0.3408 3.5886 1.4003
C -0.5453 0.2413 0.8319
C 0.0693 -0.9828 1.4382
O 1.4451 -0.7199 1.4878
H -0.0955 0.6361 -0.0791
H -0.6225 0.9722 1.6369
H -1.5445 -0.0151 0.4799
H -0.1564 -1.8332 0.7948
H -0.3637 -1.1328 2.4272
C -2.7211 -3.5451 -1.5791
C -4.2009 -3.2817 -1.8733
C -4.8961 -3.2275 -0.5126
O -4.1327 -4.1637 0.2823
C -2.7499 -3.8545 -0.0023
H -2.2093 -2.6220 -1.8510
H -2.2416 -4.3522 -2.1330
H -4.4659 -4.1000 -2.5428
H -4.3244 -2.4106 -2.5167
H -5.9063 -3.6247 -0.6123
H -4.9699 -2.2153 -0.1150
H -1.9841 -4.5864 0.2542
H -2.3989 -2.9940 0.5673
C -5.4227 1.3106 -2.6131
C -5.2129 1.1184 -1.1522
C -3.7267 1.0033 -1.0166
O -3.2834 1.9197 -2.0295
C -4.3948 2.3896 -2.8411
H -6.4392 1.5493 -2.9257
H -5.1523 0.3826 -3.1169
H -5.8905 0.3575 -0.7649
H -5.5194 2.0047 -0.5967
H -3.3592 -0.0027 -1.2189
H -3.4836 1.3257 -0.0041
H -4.0109 2.4929 -3.8561
H -4.8715 3.3267 -2.5535
O 6.8248 -4.0307 2.6402
C 5.6336 -3.7712 2.6425
O 5.0372 -3.1288 3.6560
C 3.6435 -2.9943 3.4786
C 3.2738 -3.9186 2.3100
C 4.6023 -4.0426 1.5475
H 3.5843 -1.9493 3.1743
H 3.1219 -3.2738 4.3939
H 2.4590 -3.6224 1.6493
H 2.9241 -4.9262 2.5349
H 4.8951 -3.2465 0.8630
H 4.7283 -5.0199 1.0815
O 2.4933 0.1184 -1.1320
C 2.5125 -0.5908 -2.0712
O 3.0289 -0.3192 -3.2208
C 3.2740 -1.5581 -4.0161
C 2.4133 -2.5783 -3.3809
C 2.1632 -2.0570 -1.9168
H 4.3383 -1.7881 -3.9670
H 2.8958 -1.4388 -5.0314
H 2.8594 -3.5603 -3.2237
H 1.4931 -2.8927 -3.8733
H 2.8181 -2.4473 -1.1377
H 1.1547 -2.2273 -1.5400
O 2.7333 1.0571 3.3456
C 2.1811 1.3011 4.4370
O 1.4387 2.3991 4.6334
C 0.8628 2.3979 5.9379
C 1.3444 1.1220 6.6943
C 2.3235 0.4732 5.6844
H -0.2245 2.3232 5.9528
H 1.0843 3.3169 6.4805
H 0.4406 0.5219 6.7996
H 1.8942 1.4020 7.5928
H 1.9102 -0.4938 5.3978
H 3.3052 0.3054 6.1274
O 0.3239 1.8558 -5.7974
C -0.0151 2.4500 -4.8555
O -0.7731 3.5905 -4.9024
C -0.7486 4.4005 -3.7841
C 0.2391 3.7342 -2.8439
C 0.4734 2.2876 -3.3792
H -1.7036 4.3494 -3.2612
H -0.5776 5.4474 -4.0352
H -0.1774 3.5361 -1.8563
H 1.1441 4.3405 -2.8043
H -0.0599 1.5191 -2.8198
H 1.5471 2.1079 -3.3241
*
```

[4]
Computed, not measured: a molecular structure, C28H51CeI2N10O3Te, with ωB97M-V/def2-TZVPD.

E	-3208.61578	a.u.
LUMO level (spin up / spin down)	-7.920 / -7.902	eV

```
! wB97M-V def2-TZVPD RIJCOSX def2/J DEFGRID3
* xyz 3 1
Ce -0.1032 0.8971 0.3872
I 4.2345 7.7224 1.8271
C 3.1257 5.9082 1.8190
C 2.5487 5.3439 2.9555
C 1.7890 4.1928 2.8845
I 1.0168 3.5955 4.7243
C 1.5427 3.5859 1.6569
O 0.7586 2.4880 1.4756
C 2.1423 4.1030 0.5176
C 1.8940 3.4933 -0.8209
N 1.9653 1.9874 -0.8726
C 3.3120 1.5818 -0.4605
C 3.4496 0.1358 -0.0884
C 4.7064 -0.4706 -0.0669
C 4.8104 -1.7753 0.3773
C 3.6683 -2.4306 0.8354
C 2.4644 -1.7559 0.7576
N 2.3428 -0.4946 0.2990
C 2.9236 5.2138 0.6299
H 2.6528 5.8105 3.9180
H 2.6298 3.9364 -1.5106
H 0.8837 3.7602 -1.1681
H 1.7741 1.6944 -1.8259
H 3.5420 2.1412 0.4633
H 4.0639 1.8802 -1.1788
H 5.5855 0.0840 -0.3657
H 5.7947 -2.2224 0.4395
H 3.6980 -3.4358 1.2510
H 1.5579 -2.2217 1.1495
H 3.3664 5.5436 -0.2893
N -1.3025 2.4696 -3.9427
C -1.2556 2.0669 -2.6782
O -0.4188 1.2426 -2.2763
C -2.2594 2.5985 -1.7055
C -1.5985 2.5394 -0.3233
H -0.6450 2.0888 -4.6001
H -1.9827 3.1534 -4.2733
H -3.1368 1.9517 -1.8040
H -2.6075 3.6159 -1.8939
H -2.4142 2.6808 0.4093
H -0.9800 3.4490 -0.2096
C -4.2353 -2.9144 1.2617
N -2.9344 -2.5298 0.7627
C -1.8508 -2.6381 1.7176
C -2.7761 -1.7652 -0.3554
N -1.8284 -0.8654 -0.4373
N -3.6322 -2.0369 -1.3992
C -3.7688 -1.0570 -2.4456
C -4.2396 -3.3232 -1.6743
H -4.3385 -2.5189 2.2622
H -4.3504 -4.0021 1.2635
H -5.0331 -2.4553 0.6696
H -2.0021 -3.5676 2.2765
H -1.8339 -1.7959 2.4181
H -0.8883 -2.6656 1.1936
H -1.7924 -0.5492 -1.4022
H -3.0055 -1.1810 -3.2311
H -3.7351 -0.0491 -2.0321
H -4.7383 -1.1914 -2.9301
H -3.8949 -4.0891 -0.9849
H -3.9869 -3.6187 -2.7045
H -5.3248 -3.2691 -1.6099
C -3.2242 2.8432 3.1798
Te -1.7534 1.3203 3.2121
C -2.9463 -0.1015 4.2009
H -4.0238 2.5442 2.5015
H -2.7214 3.7318 2.8157
H -3.5980 3.0240 4.1763
H -3.2344 0.3243 5.1473
H -2.3428 -0.9813 4.3384
H -3.8279 -0.3299 3.6138
N 1.6869 -3.6728 -4.0365
C 0.6874 -4.1588 -3.0215
C -0.1055 -2.9771 -2.4940
N 0.7143 -1.8932 -2.0026
C 1.7009 -1.4513 -2.9641
C 2.5696 -2.5538 -3.5263
H 1.1705 -3.3181 -4.8334
H 2.2617 -4.4644 -4.3417
H 1.2397 -4.7034 -2.2639
H 0.0387 -4.8733 -3.5269
H -0.7507 -3.3419 -1.7009
H -0.7672 -2.5975 -3.2932
H 1.1237 -2.1161 -1.1040
H 2.3608 -0.7360 -2.4830
H 1.1838 -0.9302 -3.7924
H 3.2065 -2.9793 -2.7531
H 3.1771 -2.2308 -4.3639
N 2.0906 0.4308 3.4783
C 1.0812 -0.4515 3.3757
N 0.8686 -1.2700 4.4296
O 0.3731 -0.5318 2.3500
H 2.5657 0.5998 4.3532
H 1.9980 1.2209 2.8558
H 1.5002 -1.3301 5.2087
H 0.3464 -2.1112 4.2221
*
```

[5]
Computed, not measured: a molecular structure, C28H51Cl2N2NaO6Sb, with ωB97M-V/def2-TZVPD.

E	-2981.50763	a.u.
LUMO level	1.998	eV

```
! wB97M-V def2-TZVPD RIJCOSX def2/J DEFGRID3
* xyz -1 1
Na -0.2092 -0.4674 -0.9831
N 2.7460 -0.0855 1.2011
N 2.2813 -1.4005 1.3414
C 0.9397 -1.6552 1.1011
O 0.6645 -2.8931 1.0402
O 0.1441 -0.7301 0.9797
H 2.9116 0.1646 0.2275
H 3.5959 0.0361 1.7421
H 2.8801 -2.1623 1.0284
C 0.8909 0.6085 -4.4956
C 0.7632 1.3552 -3.1732
C 1.4009 2.7403 -3.2599
O 1.3535 0.5978 -2.1227
C -0.7547 1.5400 -2.8748
O -1.4234 2.1296 -3.7165
O -1.1610 1.0405 -1.7976
H 1.9351 0.5415 -4.8090
H 0.3157 1.1286 -5.2561
H 0.4913 -0.3965 -4.3835
H 2.4282 2.6830 -3.6246
H 1.3933 3.2015 -2.2759
H 0.8152 3.3562 -3.9360
H 2.2341 0.3724 -2.4442
Cl -1.7251 -1.9095 -3.3738
C -2.9440 -1.1296 -2.4052
Cl -2.7175 -1.5254 -0.7168
H -3.9196 -1.4810 -2.7348
H -2.8108 -0.0565 -2.5158
C 5.4685 -6.6910 -0.6549
C 4.2567 -5.8048 -0.6538
C 3.1298 -6.1290 0.0823
C 1.9822 -5.3514 0.0503
C 0.7919 -5.7973 0.8413
C 1.9610 -4.1795 -0.7202
C 0.6983 -3.3790 -0.7979
O 0.5870 -2.3183 -1.4284
C 3.1046 -3.8250 -1.4501
C 3.1583 -2.5976 -2.3069
C 4.2237 -4.6478 -1.4133
H 5.3292 -7.5383 0.0125
H 6.3538 -6.1406 -0.3385
H 5.6544 -7.0735 -1.6585
H 3.1366 -7.0274 0.6837
H 1.0652 -6.6151 1.5056
H -0.0018 -6.1400 0.1773
H 0.4071 -4.9626 1.4189
H -0.1986 -4.0082 -0.6800
H 2.2358 -2.5033 -2.8741
H 4.0143 -2.6412 -2.9797
H 3.2398 -1.7064 -1.6849
H 5.0952 -4.3846 -1.9980
C -3.7989 4.2817 1.2022
C -3.1150 3.3507 0.2091
C -2.3688 4.1779 -0.8251
C -4.1700 2.5357 -0.5270
Sb -1.6478 1.7881 1.0299
C 0.0377 3.1435 1.7537
C -0.3763 4.4877 2.3355
C 0.8855 3.3461 0.5072
C 0.8789 2.3998 2.7772
C -2.6741 1.1363 2.9744
C -3.3811 2.1729 3.8325
C -3.6720 0.0847 2.5082
C -1.6265 0.4262 3.8172
H -4.2951 5.0951 0.6636
H -3.0903 4.7251 1.8955
H -4.5599 3.7533 1.7714
H -3.0703 4.7906 -1.3969
H -1.8498 3.5318 -1.5260
H -1.6523 4.8503 -0.3603
H -4.8900 3.1940 -1.0211
H -4.7189 1.8823 0.1515
H -3.6956 1.9240 -1.2908
H -0.8889 5.1039 1.5998
H 0.5104 5.0394 2.6690
H -1.0273 4.3544 3.1991
H 0.3174 3.8357 -0.2799
H 1.2157 2.3772 0.1372
H 1.7680 3.9575 0.7254
H 0.3949 2.3939 3.7483
H 1.8455 2.8947 2.8997
H 1.0603 1.3778 2.4600
H -4.2877 2.5296 3.3528
H -2.7391 3.0257 4.0392
H -3.6680 1.7307 4.7922
H -4.4133 0.5043 1.8288
H -4.2028 -0.3581 3.3565
H -3.1434 -0.7117 1.9889
H -1.0180 1.1380 4.3671
H -0.9778 -0.1816 3.1919
H -2.1080 -0.2289 4.5497
*
```